The following is a DFT calculation (ωB97M-V/def2-TZVPD) of the molecule C3H2N2O in a non-equilibrium geometry.

Element x y z (Å)
O -1.202 0.839 0.403
N 2.399 1.073 0.020
N -0.511 -2.319 0.136
C -0.262 0.158 -0.317
C 1.305 0.734 -0.019
C -0.228 -1.241 -0.109
H -0.295 0.317 -1.337
H -1.207 0.439 1.223

Forces on the atoms, in the same order (eV/Å):
O 0.0 1.0 -2.8
N 0.1 0.1 0.2
N 0.2 -0.9 0.1
C 4.1 2.3 1.6
C -2.8 -1.2 -0.6
C -0.7 -1.1 0.6
H -0.7 0.8 -2.2
H -0.4 -1.0 3.1

Summary:
* LUMO: 0.229 eV
* total energy: -8168.6891 eV
* SMILES: N#CC(O)C#N
* relative energy (zero: lowest compared OMol25 entry of this formula, charge and spin): 1.0237 eV
* total charge: 0
* gap between HOMO and LUMO: 12.74 eV
* HOMO: -0.4598 Ha
* strongest force on any atom: 5.0 eV/A

List of Löwdin charges in e, atom by atom: atom 1 (O): 0.077, atom 2 (N): 0.122, atom 3 (N): 0.209, atom 4 (C): -0.326, atom 5 (C): -0.098, atom 6 (C): -0.178, atom 7 (H): 0.121, atom 8 (H): 0.074